(1)
{
  "formula": "C32H45Cl2N2PSTi",
  "method": "ωB97M-V with the def2-TZVPD basis set",
  "e_lumo_ev": [0.40, 0.40],
  "gap_ev": [7.52, 7.52],
  "spin_multiplicity": 1,
  "homo_energy_ha": [-0.2616, -0.2618],
  "species": ["P", "C", "C", "C", "C", "C", "C", "C", "C", "C", "C", "C", "C", "C", "C", "C", "C", "C", "C", "H", "H", "H", "H", "H", "H", "H", "H", "H", "H", "H", "H", "H", "H", "H", "H", "H", "H", "H", "H", "H", "H", "H", "H", "H", "H", "H", "H", "H", "H", "H", "H", "H", "Ti", "Cl", "Cl", "C", "H", "C", "C", "C", "C", "C", "C", "H", "H", "H", "H", "H", "N", "C", "N", "C", "C", "C", "C", "C", "C", "S", "H", "H", "H", "H", "H", "H"],
  "positions_angstrom": [[1.403, -1.650, -0.988], [3.211, -1.354, -0.669], [4.154, -2.570, -0.684], [5.553, -2.151, -0.202], [6.124, -1.002, -1.042], [5.163, 0.193, -1.067], [3.775, -0.236, -1.562], [1.114, -1.976, -2.789], [2.024, -3.039, -3.426], [1.541, -3.368, -4.848], [1.462, -2.106, -5.718], [0.578, -1.038, -5.062], [1.064, -0.702, -3.647], [1.084, -3.311, -0.208], [1.344, -3.244, 1.308], [1.161, -4.619, 1.962], [-0.228, -5.198, 1.666], [-0.494, -5.248, 0.157], [-0.322, -3.867, -0.491], [3.182, -0.961, 0.358], [4.223, -2.987, -1.696], [3.775, -3.365, -0.033], [6.228, -3.015, -0.229], [5.482, -1.831, 0.847], [7.103, -0.697, -0.651], [6.287, -1.353, -2.071], [5.066, 0.610, -0.055], [5.559, 0.989, -1.709], [3.094, 0.621, -1.576], [3.860, -0.598, -2.595], [0.084, -2.360, -2.773], [0.545, -3.829, -4.786], [2.048, -3.951, -2.819], [3.052, -2.658, -3.475], [2.208, -4.108, -5.306], [1.083, -2.359, -6.715], [2.476, -1.702, -5.855], [0.560, -0.127, -5.674], [-0.456, -1.404, -5.001], [0.391, 0.016, -3.178], [2.055, -0.237, -3.703], [1.813, -4.002, -0.655], [2.342, -2.844, 1.515], [0.644, -2.526, 1.755], [1.930, -5.305, 1.580], [1.319, -4.536, 3.045], [-0.991, -4.567, 2.140], [-0.325, -6.199, 2.105], [-1.505, -5.623, -0.039], [0.206, -5.955, -0.312], [-0.493, -3.948, -1.569], [-1.078, -3.171, -0.111], [0.000, 0.000, 0.000], [-1.744, -0.763, -1.472], [1.605, 0.303, 1.776], [0.760, 1.459, -0.835], [1.737, 1.751, -0.418], [0.362, 2.352, -1.918], [-0.732, 2.134, -2.780], [-1.023, 3.038, -3.793], [-0.241, 4.185, -3.967], [0.844, 4.421, -3.120], [1.144, 3.512, -2.111], [-1.331, 1.239, -2.640], [-1.866, 2.852, -4.453], [1.455, 5.310, -3.250], [1.991, 3.686, -1.452], [-0.478, 4.891, -4.758], [-2.767, 2.670, -0.394], [-2.667, 1.875, 0.747], [-1.752, 0.861, 0.999], [-2.087, 0.334, 2.224], [-1.427, -0.715, 2.840], [-1.846, -1.184, 4.096], [-2.937, -0.584, 4.746], [-3.607, 0.482, 4.138], [-3.162, 0.910, 2.891], [-3.784, 2.133, 1.985], [-3.456, 3.436, -0.436], [-2.372, 2.371, -1.251], [-0.613, -1.148, 2.347], [-1.326, -2.009, 4.565], [-3.259, -0.943, 5.715], [-4.448, 0.960, 4.624]]
}


(2)
{
  "formula": "C28H57N5O5",
  "method": "ωB97M-V with the def2-TZVPD basis set",
  "e_lumo_ev": -0.13,
  "gap_ev": 7.53,
  "spin_multiplicity": 1,
  "smiles": "CCCCCO[C@H](CCCCCCCCCCCCn1cccc1)[C@H](N)CCCN.C[N+](=O)[O-].C[N+](=O)[O-]",
  "homo_energy_ha": -0.2816,
  "species": ["C", "C", "C", "C", "C", "O", "C", "C", "C", "C", "C", "C", "C", "C", "C", "C", "C", "C", "C", "N", "C", "C", "C", "C", "C", "N", "C", "C", "C", "N", "H", "H", "H", "H", "H", "H", "H", "H", "H", "H", "H", "H", "H", "H", "H", "H", "H", "H", "H", "H", "H", "H", "H", "H", "H", "H", "H", "H", "H", "H", "H", "H", "H", "H", "H", "H", "H", "H", "H", "H", "H", "H", "H", "H", "H", "H", "H", "H", "H", "H", "H", "C", "N", "O", "O", "H", "H", "H", "C", "N", "O", "O", "H", "H", "H"],
  "positions_angstrom": [[4.245, -3.021, 2.333], [3.620, -2.255, 0.983], [3.212, -0.747, 1.476], [3.483, 0.434, 0.342], [2.563, 0.213, -1.037], [1.159, 0.372, -0.730], [0.404, 1.307, -1.534], [-0.274, 0.673, -2.923], [0.668, -0.351, -3.755], [0.495, -1.942, -3.428], [-0.503, -2.315, -2.188], [-0.281, -3.910, -1.751], [-0.889, -4.007, -0.197], [-2.498, -3.698, -0.110], [-2.834, -2.969, 1.341], [-4.370, -3.373, 1.767], [-5.543, -2.606, 0.916], [-5.227, -0.985, 0.662], [-6.704, -0.247, 0.677], [-6.654, 1.257, 0.515], [-6.069, 2.354, 1.391], [-6.319, 3.850, 0.731], [-7.128, 3.524, -0.695], [-7.294, 1.894, -0.731], [1.052, 2.796, -1.778], [1.895, 2.940, -3.025], [1.803, 3.450, -0.461], [1.021, 3.226, 0.958], [0.674, 4.737, 1.586], [-0.260, 5.546, 0.712], [3.568, -2.808, 3.291], [4.322, -4.182, 2.202], [5.320, -2.594, 2.623], [4.425, -2.303, 0.135], [2.621, -2.828, 0.743], [2.124, -0.668, 1.951], [3.950, -0.481, 2.377], [3.267, 1.451, 0.879], [4.630, 0.404, 0.044], [2.733, -0.938, -1.309], [2.993, 0.812, -1.941], [-0.575, 1.542, -0.880], [-0.446, 1.628, -3.620], [-1.367, 0.284, -2.680], [1.834, -0.120, -3.705], [0.391, -0.216, -4.909], [1.570, -2.432, -3.302], [0.037, -2.466, -4.398], [-0.482, -1.579, -1.280], [-1.616, -2.276, -2.616], [-0.855, -4.658, -2.471], [0.857, -4.208, -1.810], [-0.550, -5.011, 0.307], [-0.331, -3.134, 0.394], [-2.909, -2.977, -0.941], [-3.056, -4.723, -0.238], [-2.606, -1.820, 1.357], [-2.092, -3.479, 2.122], [-4.503, -3.260, 2.942], [-4.481, -4.535, 1.534], [-6.517, -2.612, 1.605], [-5.834, -3.152, -0.104], [-4.481, -0.565, 1.480], [-4.668, -0.886, -0.373], [-7.285, -0.678, -0.270], [-7.288, -0.480, 1.668], [-5.534, 2.154, 2.437], [-6.002, 4.901, 1.151], [-7.512, 4.319, -1.474], [-7.827, 1.345, -1.616], [0.109, 3.509, -1.962], [2.761, 3.467, -2.779], [2.089, 2.034, -3.501], [2.936, 3.133, -0.463], [1.807, 4.628, -0.655], [-0.011, 2.680, 0.887], [1.739, 2.729, 1.765], [0.107, 4.547, 2.609], [1.675, 5.323, 1.860], [0.289, 6.074, -0.025], [-0.997, 4.967, 0.252], [3.628, 1.723, 5.824], [3.735, 0.456, 5.052], [4.820, 0.211, 4.513], [2.725, -0.257, 5.008], [4.585, 2.247, 5.777], [2.837, 2.322, 5.366], [3.382, 1.461, 6.855], [6.350, -1.051, -2.440], [5.717, -0.018, -3.304], [4.540, -0.202, -3.637], [6.420, 0.948, -3.624], [5.620, -1.838, -2.239], [7.210, -1.451, -2.981], [6.655, -0.563, -1.513]]
}


| no. | E_tot (eV) |
| --- | --- |
| 1 | -105183.1886 |
| 2 | -47626.9366 |